1.
Density functional theory data (ωB97M-V/def2-TZVPD) for a structure of composition C30H45NO2P2Sr in a non-equilibrium geometry.

```
81
C30H45NO2P2Sr, DFT ωB97M-V/def2-TZVPD
P 0.477 -2.108 -1.733
P 0.586 2.509 -1.507
C 0.430 -0.561 -2.762
C 1.158 0.810 -2.371
H -0.473 -0.395 -3.488
H 1.062 -0.960 -3.595
H 2.058 0.568 -1.753
H 1.650 1.120 -3.322
C -0.995 2.934 -2.357
H -1.927 2.855 -1.733
H -1.029 2.348 -3.315
H -0.955 3.978 -2.709
C 1.624 3.532 -2.704
H 1.104 3.781 -3.649
H 2.571 3.013 -2.925
H 1.817 4.470 -2.163
C -0.646 -3.363 -2.387
H -0.774 -4.137 -1.600
H -0.159 -3.810 -3.280
H -1.633 -2.922 -2.659
C 2.153 -2.582 -2.211
H 2.764 -1.672 -2.350
H 2.088 -3.122 -3.168
H 2.603 -3.232 -1.455
Sr -2.063 0.461 -2.263
C -0.275 1.610 -5.236
C -1.635 1.607 -5.238
C -2.432 0.854 -6.253
C -1.890 -0.567 -6.560
C -1.136 -1.222 -5.458
C 0.194 -1.399 -5.531
C 1.151 -0.410 -6.157
C 0.625 1.055 -6.288
C 0.249 -1.831 0.005
H 0.247 2.300 -4.574
H -2.211 2.469 -4.853
H -2.512 1.414 -7.209
H -3.464 0.752 -5.888
H -2.743 -1.218 -6.825
H -1.221 -0.522 -7.439
H -1.762 -1.713 -4.702
H 0.597 -2.412 -5.353
H 1.433 -0.749 -7.176
H 2.115 -0.368 -5.622
H 1.513 1.711 -6.369
H 0.155 1.153 -7.279
H 0.292 -0.756 0.310
H 1.027 -2.348 0.608
H -0.730 -2.198 0.340
C 3.428 1.667 4.132
C 2.510 0.467 4.216
C 3.048 -0.789 3.921
C 2.264 -1.949 3.955
C 0.904 -1.825 4.218
C 0.332 -0.545 4.375
N -1.041 -0.459 4.304
C -1.856 0.678 4.168
C -2.545 1.001 5.343
C -3.241 2.182 5.498
C -3.448 2.936 4.326
C -2.927 2.516 3.090
C -2.084 1.393 2.955
C -1.421 0.957 1.645
O -1.907 1.310 0.482
O -0.382 0.252 1.773
C 1.158 0.595 4.561
C 0.632 1.899 5.086
H 2.994 2.456 3.498
H 3.646 2.106 5.117
H 4.377 1.338 3.693
H 4.118 -0.841 3.690
H 2.723 -2.930 3.788
H 0.265 -2.706 4.284
H -1.551 -1.325 4.506
H -2.452 0.330 6.204
H -3.709 2.432 6.442
H -4.032 3.837 4.419
H -3.257 3.067 2.212
H 0.043 2.414 4.306
H 0.004 1.758 5.985
H 1.488 2.540 5.369
```

Computed properties:
- gap between HOMO and LUMO (alpha / beta) (eV) = 3.6 / 3.6
- LUMO level (alpha / beta) (eV) = 0.053 / 0.058
- net charge = 0
- E_tot (Eh) = -2088.48143

2.
Density functional theory data (ωB97M-V/def2-TZVPD) for a structure of composition C30H46BaBrN3P2 in a non-equilibrium geometry.

```
83
C30H46BaBrN3P2, DFT ωB97M-V/def2-TZVPD
N -4.965 4.505 -1.775
C -4.172 5.041 -0.852
C -2.816 4.715 -0.747
C -2.276 3.756 -1.641
C -3.156 3.173 -2.584
C -4.482 3.610 -2.627
C -0.841 3.461 -1.637
Ba 1.153 2.799 -0.064
P 4.516 0.897 0.185
C -0.255 2.289 -2.179
C -0.534 0.916 -1.776
C 0.045 -0.180 -2.477
C -0.105 -1.475 -2.077
C -0.655 -1.812 -0.762
C -1.393 -0.701 -0.157
C -1.301 0.591 -0.625
Br 1.173 -2.183 0.380
H -0.210 4.384 -1.555
H 0.463 2.411 -3.017
H -2.202 5.211 0.006
H -2.810 2.439 -3.318
H -4.620 5.768 -0.173
H -5.165 3.213 -3.383
H 0.618 0.057 -3.389
H -1.910 1.389 -0.166
H 0.348 -2.279 -2.660
H -2.005 -0.893 0.732
P -1.479 -3.460 -0.562
C 4.006 2.626 0.203
C 5.051 3.735 0.337
H 3.340 2.715 1.094
H 3.542 2.775 -0.805
H 4.528 4.692 0.494
H 5.727 3.564 1.182
H 5.637 3.822 -0.587
C 3.679 -0.109 -1.105
C 4.543 -1.336 -1.452
H 3.556 0.531 -1.994
H 2.680 -0.444 -0.772
H 4.210 -1.787 -2.396
H 5.597 -1.054 -1.590
H 4.489 -2.123 -0.690
C 3.931 0.048 1.708
C 4.950 -0.988 2.203
H 2.953 -0.421 1.526
H 3.786 0.827 2.472
H 4.491 -1.661 2.935
H 5.367 -1.604 1.398
H 5.787 -0.489 2.707
C -1.685 -3.659 1.227
C -1.569 -5.110 1.689
H -2.652 -3.226 1.529
H -0.903 -3.057 1.715
H -2.372 -5.739 1.278
H -0.599 -5.536 1.405
H -1.644 -5.153 2.788
C -0.407 -4.690 -1.353
C -0.633 -4.927 -2.855
H -0.546 -5.630 -0.799
H 0.643 -4.394 -1.188
H -1.505 -5.568 -3.032
H -0.772 -3.987 -3.412
H 0.240 -5.440 -3.283
C -3.079 -3.391 -1.375
C -4.309 -3.017 -0.540
H -3.222 -4.390 -1.814
H -2.965 -2.683 -2.208
H -4.368 -1.938 -0.340
H -5.213 -3.293 -1.102
H -4.339 -3.553 0.416
N 0.217 0.188 2.613
C -0.431 1.341 2.980
C -1.015 1.505 4.250
C -1.537 2.752 4.581
C -1.491 3.774 3.633
C -0.915 3.538 2.384
N -0.365 2.339 2.061
H 0.237 -0.059 1.622
H 0.084 -0.620 3.207
H -1.006 0.650 4.930
H -1.966 2.932 5.572
H -1.878 4.773 3.846
H -0.847 4.309 1.604
```

Computed properties:
- gap between HOMO and LUMO (alpha / beta) (eV) = 5.4 / 5.4
- LUMO level (alpha / beta) (eV) = -6.782 / -6.780
- net charge = +2
- E_tot (Eh) = -4616.65596
- relative energy (zero: lowest compared OMol25 entry of this formula, charge and spin) (eV) = 1.9817

3.
Density functional theory data (ωB97M-V/def2-TZVPD) for a cluster of 2 separate species, C30H46Br2F8N5O3S2 in total in a non-equilibrium geometry.

```
96
C30H46Br2F8N5O3S2, DFT ωB97M-V/def2-TZVPD
C -6.328 3.539 0.902
O -6.768 2.783 2.086
C -5.708 1.858 2.564
C -6.148 1.371 4.087
C -6.246 -0.266 4.050
C -4.808 -1.030 3.820
C -3.589 -0.444 4.758
C -2.484 -1.679 4.985
C -1.235 -1.520 3.934
N -0.730 -2.810 3.332
C -1.637 -3.450 2.309
C -1.738 -2.458 1.031
N -0.562 -1.652 0.637
C -0.551 -1.626 -0.871
C -1.888 -0.724 -1.316
C -1.576 0.207 -2.664
S -2.681 -0.234 -4.132
C -1.594 -0.711 -5.607
S -0.087 -1.492 -5.497
N -2.181 -0.377 -6.988
C -3.266 0.660 -7.253
C -3.522 0.584 -8.874
N -2.563 -0.484 -9.417
C -1.733 -1.055 -8.282
C 0.758 -1.975 1.269
C 1.421 -0.562 1.720
C 1.087 0.755 0.813
C 1.901 2.069 1.439
N 1.341 3.435 1.002
O 2.927 1.985 2.290
C 1.522 -2.994 0.293
Br 0.666 -4.838 -0.008
C 2.754 -2.857 -0.508
C 3.579 -1.468 -0.504
Br 3.490 -4.349 -1.693
C 0.650 -2.773 2.740
H -6.827 3.019 -0.041
H -5.166 3.644 0.820
H -6.799 4.615 0.988
H -4.663 2.380 2.673
H -5.569 0.957 1.830
H -5.423 1.772 4.920
H -7.247 1.788 4.267
H -6.723 -0.672 5.050
H -7.006 -0.546 3.184
H -4.970 -2.172 4.062
H -4.484 -0.983 2.677
H -4.042 -0.137 5.807
H -3.088 0.521 4.285
H -2.989 -2.731 4.902
H -2.054 -1.517 6.078
H -1.525 -0.686 3.167
H -0.326 -1.074 4.568
H -0.683 -3.501 4.142
H -2.721 -3.483 2.808
H -1.361 -4.566 2.089
H -2.629 -1.696 1.265
H -2.159 -3.112 0.125
H 0.360 -1.086 -1.365
H -0.684 -2.654 -1.405
H -2.253 -0.024 -0.452
H -2.750 -1.474 -1.660
H -1.678 1.356 -2.396
H -0.453 0.068 -3.039
H -3.829 1.363 -6.473
H -4.287 1.244 -9.505
H -0.921 -1.906 -8.348
H 0.963 -0.282 2.790
H 2.594 -0.604 1.938
H 1.204 0.636 -0.339
H -0.065 1.008 1.001
H 0.814 3.237 0.118
H 2.117 4.107 0.819
H 2.907 -0.592 -0.889
H 4.461 -1.568 -1.290
H 4.129 -1.228 0.528
H 1.041 -3.879 2.691
H 1.349 -2.262 3.565
C 7.448 2.997 -0.649
C 6.217 3.300 -1.516
C 5.237 2.143 -1.664
F 5.798 1.067 -2.266
F 4.180 2.507 -2.440
F 6.627 3.760 -2.729
F 5.555 4.346 -0.928
O 8.639 2.645 -1.356
C 8.760 1.267 -1.706
C 8.802 1.042 -3.222
F 7.674 1.499 -3.826
F 8.890 -0.282 -3.520
F 7.776 0.562 -1.096
F 9.925 0.843 -1.146
H 7.705 3.932 -0.137
H 7.228 2.293 0.163
H 4.839 1.832 -0.694
H 9.657 1.554 -3.672
```

Computed properties:
- gap between HOMO and LUMO (eV) = 7.2
- LUMO level (eV) = -2.866
- net charge = +1
- E_tot (Eh) = -8412.70222
- relative energy (zero: lowest compared OMol25 entry of this formula, charge and spin) (eV) = 8.2428